No. 1
This record from OMol25 describes a molecular structure, CNa9O3 in a non-equilibrium geometry. The level of theory is ωB97M-V/def2-TZVPD.

```
13
Properties=species:S:1:pos:R:3:forces:R:3:nbo_charge:R:1
Na -0.6113 3.2956 -1.2746 -1.1 1.6 -0.5 0.999
Na -1.9768 -0.4537 -2.5143 -1.1 -0.5 -1.1 0.997
Na 0.4432 -1.2267 3.7631 -0.3 -0.3 2.0 0.999
Na 2.1313 1.7965 -1.9456 1.4 1.2 -1.0 0.996
Na 1.2786 2.2734 1.2400 0.3 0.8 1.4 0.992
Na -2.3314 0.5575 1.4254 -1.5 0.4 1.1 0.997
Na -1.8727 -3.5690 0.3482 -0.7 -1.5 -0.1 1.000
Na 1.4448 -0.9031 -2.3121 0.2 -1.6 -1.2 0.991
Na 1.9650 -1.4266 1.1554 1.1 -1.0 0.2 0.996
C -0.1406 -0.1107 0.0094 0.1 -1.3 0.6 0.886
O -0.1105 -0.0646 1.2810 0.1 -1.3 1.7 -0.950
O -0.3962 -1.1740 -0.6654 0.3 1.2 0.1 -0.877
O 0.1765 1.0054 -0.5106 1.1 2.3 -3.1 -1.026
```
Positions in Å, forces in eV/Å.

Computed properties:
- Max |F|: 4.1 eV/A
- Net charge: +7
- LUMO energy: -25.02 eV
- Relative energy (zero: lowest compared OMol25 entry of this formula, charge and spin): 1265.10 kJ/mol
- HOMO energy: -35.1 eV

***

No. 2
This record from OMol25 describes 2 unconnected molecules or ions with the total composition C23H28BCl2FNO5PS in a non-equilibrium geometry. The level of theory is ωB97M-V/def2-TZVPD.

```
63
Properties=species:S:1:pos:R:3:forces:R:3:nbo_charge:R:1
C -3.8319 -0.5410 -1.6922 -0.1 -0.1 -0.2 -0.668
C -2.6501 -0.5326 -0.7394 -1.1 0.6 -0.6 0.003
C -1.8369 -1.6509 -0.5355 -0.3 -0.7 -0.5 0.037
C -2.1322 -2.9018 -1.3534 -0.5 -0.1 -0.3 -0.225
Cl -2.0385 -2.5637 -3.1377 0.2 0.1 0.4 -0.050
C -3.4627 -3.5902 -0.8986 0.5 -1.1 0.6 -0.205
C -3.0555 -4.6793 0.1243 0.7 0.8 -0.4 -0.617
Cl -4.3374 -4.4211 -2.2320 -0.1 0.4 0.2 -0.049
C -0.7916 -1.6494 0.3729 0.4 0.5 0.5 -0.038
C 0.0632 -2.8838 0.6398 -0.4 0.1 0.0 0.188
C 1.5175 -2.6852 0.3269 1.0 -0.3 0.6 -0.649
F -0.1697 -3.2479 1.9750 0.3 0.0 -0.1 -0.360
C -0.5598 -0.4304 1.0727 1.0 -0.7 0.6 -0.119
C -1.3765 0.6609 0.8663 -0.1 1.1 0.3 -0.026
C -2.4250 0.6620 -0.0632 1.2 0.6 0.0 -0.337
P -3.4934 2.1189 -0.4042 -2.4 0.2 0.1 1.083
C -3.5081 2.4409 -2.2444 1.0 0.0 0.0 -0.960
O -2.7722 3.4968 0.1703 1.0 -0.5 -0.5 -0.979
C -1.0857 1.8782 1.7311 0.2 0.4 0.4 0.558
O -1.9163 2.4503 2.4018 0.3 -0.6 -0.5 -0.481
C 0.3757 2.2771 1.8013 -1.4 -0.6 -0.3 -0.114
C 0.7912 3.5811 1.6680 -0.1 0.6 0.1 -0.170
C 2.1357 3.8502 1.7980 -0.4 0.2 -0.3 -0.163
C 3.0482 2.8334 2.0665 1.1 0.6 -0.2 -0.412
B 4.5699 3.3181 2.2473 0.1 -0.4 0.6 1.076
N 5.3208 2.8333 3.3814 -0.8 0.5 -0.4 -1.093
O 5.1368 4.2333 1.3620 0.2 -1.1 0.0 -0.903
C 2.6247 1.5094 2.1618 -1.2 -0.6 1.0 -0.019
S 3.7916 0.1780 2.4360 0.6 -0.3 -0.6 -0.036
C 1.2417 1.2306 2.0226 0.5 -1.1 -0.2 -0.160
C 0.5799 -0.1827 2.1158 0.2 0.4 -0.1 0.579
O 0.9017 -0.9550 2.9850 -0.2 0.4 -0.6 -0.485
H -4.1693 -1.5370 -1.9735 0.0 0.2 0.1 0.237
H -4.6879 -0.0060 -1.2517 0.2 -0.2 0.1 0.229
H -3.6028 -0.0205 -2.6273 0.1 -0.3 0.2 0.240
H -1.3633 -3.6584 -1.2250 -0.1 0.3 -0.1 0.230
H -4.1402 -2.9157 -0.3723 0.0 0.1 -0.5 0.224
H -2.4953 -4.1577 0.9167 -0.4 -0.3 0.2 0.224
H -3.9117 -5.2331 0.5087 0.2 0.1 0.0 0.235
H -2.3216 -5.3459 -0.3479 -0.4 -0.1 0.1 0.208
H -0.2460 -3.7764 0.0869 -0.2 0.4 0.0 0.172
H 1.7229 -2.6823 -0.7493 -0.3 0.1 0.1 0.233
H 2.0628 -3.5452 0.7447 -0.1 0.2 -0.1 0.231
H 1.9628 -1.7965 0.7829 -0.1 -0.1 -0.2 0.226
H -2.5530 2.1817 -2.7233 -0.3 0.0 -0.1 0.227
H -3.6538 3.5159 -2.4146 0.0 -0.2 0.3 0.238
H -4.3391 1.9306 -2.7333 0.2 0.0 0.2 0.239
H -3.2977 4.2732 -0.0463 -0.2 -0.1 0.0 0.503
H 0.0798 4.3793 1.4700 0.0 -0.2 0.1 0.234
H 2.4609 4.8832 1.6936 0.2 -0.2 0.0 0.228
H 6.0232 2.1450 3.1427 0.3 0.3 0.3 0.405
H 4.6761 2.4506 4.0618 0.3 -0.4 0.0 0.378
H 5.2236 3.7903 0.5074 -0.2 0.6 -0.2 0.495
H 3.5444 -0.3590 3.6511 -0.6 0.5 -0.2 0.161
C 1.6572 -0.1365 -2.9914 0.0 0.0 0.1 -0.634
C 2.8885 0.2264 -2.1806 0.0 -0.3 -0.3 -0.063
O 3.7328 -0.9146 -2.0111 -0.1 0.1 0.2 -0.721
H 1.0959 -0.9321 -2.4980 0.0 0.1 0.0 0.212
H 1.0023 0.7275 -3.1191 0.0 0.0 0.0 0.213
H 1.9409 -0.5086 -3.9791 0.0 0.1 0.0 0.200
H 2.6002 0.5667 -1.1851 0.1 -0.1 0.0 0.176
H 3.4612 1.0199 -2.6718 -0.1 0.1 0.1 0.157
H 3.9914 -1.2024 -2.8923 0.1 -0.1 0.0 0.461
```
Positions in Å, forces in eV/Å.

Computed properties:
- Max |F|: 2.4 eV/A
- SMILES: Cc1c([C@H](Cl)[C@H](C)Cl)c([C@@H](C)F)c2c(c1P(C)O)C(=O)c1ccc(B(N)O)c(S)c1C2=O.CCO
- LUMO energy: -0.49 eV
- HOMO energy: -8.2 eV

***

No. 3
This record from OMol25 describes a molecular structure, C16H22IN3O5S4Ti in a non-equilibrium geometry. The level of theory is ωB97M-V/def2-TZVPD.

```
52
Properties=species:S:1:pos:R:3:forces:R:3:nbo_charge:R:1
Ti 0.1206 0.8125 -0.2634 1.5 -0.6 0.8 1.258
C -3.9981 -2.1607 -1.7785 -0.1 -0.1 0.0 -0.412
N -3.5250 -0.9203 -1.1866 0.1 0.1 0.0 -0.369
C -4.4526 0.2059 -1.2483 0.0 0.1 0.0 -0.422
C -2.3061 -0.7475 -0.6994 -0.1 0.1 0.1 0.678
O -1.8858 0.3617 -0.3227 -1.0 -0.3 -0.1 -0.644
C -1.3532 -1.9288 -0.5500 0.1 0.0 -0.2 -0.155
O -0.1342 -1.4186 -0.0357 -0.1 -0.3 0.2 -0.522
C 0.3093 -1.8739 1.2412 0.1 0.0 0.0 -0.154
C 0.3521 -0.6636 2.1642 -0.2 0.0 0.0 0.689
O 0.1456 0.4465 1.6370 -0.2 -0.5 1.9 -0.624
N 0.5890 -0.8146 3.4519 0.1 0.0 0.0 -0.360
C 0.9028 -2.0999 4.0582 0.1 -0.2 0.0 -0.416
C 0.7323 0.3541 4.3173 0.0 0.1 0.1 -0.426
H -4.8840 -2.5150 -1.2509 0.0 0.0 0.0 0.223
H -3.2381 -2.9363 -1.7465 0.0 0.0 0.0 0.214
H -4.2683 -1.9847 -2.8205 0.0 0.0 0.0 0.223
H -5.4193 -0.1079 -0.8569 0.0 0.0 0.0 0.221
H -4.5780 0.5416 -2.2789 0.0 0.0 0.0 0.214
H -4.0696 1.0233 -0.6486 0.0 0.0 0.0 0.245
H -1.1399 -2.3934 -1.5160 0.0 0.0 0.0 0.235
H -1.7820 -2.6830 0.1113 0.0 0.0 0.0 0.223
H 1.3154 -2.2824 1.1149 0.0 0.0 0.0 0.251
H -0.3505 -2.6522 1.6234 0.0 0.0 0.0 0.212
H 0.4069 -2.9209 3.5448 0.0 0.0 0.0 0.207
H 0.5589 -2.0913 5.0896 0.0 0.0 0.0 0.231
H 1.9794 -2.2817 4.0568 0.0 0.0 0.0 0.223
H 0.4497 1.2532 3.7805 0.0 0.0 0.0 0.258
H 1.7694 0.4502 4.6420 0.0 0.0 0.0 0.223
H 0.0965 0.2333 5.1941 0.0 -0.1 0.0 0.213
O 7.1883 2.0588 2.2159 0.0 0.0 0.1 -0.543
C 6.0123 2.0781 1.9951 0.0 -0.1 -0.1 0.190
S 4.8486 3.0770 2.8759 0.0 0.1 0.0 0.333
C 3.4139 2.5916 1.9816 0.2 -0.4 -0.3 -0.418
C 3.5579 1.6793 0.9919 0.1 0.0 0.5 -0.338
S 2.5253 0.8448 -0.1738 0.5 0.1 -0.2 -0.281
S 5.2175 1.1203 0.7427 -0.1 0.0 -0.1 0.342
S 1.9976 3.4255 2.6043 -0.3 -0.1 -0.2 0.040
O -0.1751 2.5057 -0.3521 -0.8 2.8 0.0 -0.919
H -0.7930 3.2399 -0.3533 0.1 0.0 0.1 0.505
H 1.2861 3.3307 1.4746 -0.1 0.0 -0.1 0.156
I 2.1149 -1.9036 -2.3366 -0.1 0.2 0.0 0.242
C 0.9489 -0.3177 -3.0826 -0.2 0.0 0.7 0.121
C 0.9947 -0.2068 -4.4604 0.0 0.0 -0.3 -0.281
C 0.2123 0.7325 -5.0985 0.0 0.0 0.1 -0.113
C -0.6144 1.5164 -4.3149 -0.1 0.2 -0.2 -0.240
C -0.6022 1.3663 -2.9496 0.1 -0.4 0.2 0.061
N 0.1786 0.4680 -2.2801 0.3 -0.7 -3.1 -0.555
H 1.6391 -0.8618 -5.0272 0.0 0.0 0.0 0.251
H 0.2373 0.8363 -6.1742 0.0 0.0 0.0 0.242
H -1.2715 2.2485 -4.7625 0.0 0.0 0.1 0.240
H -1.2600 1.9645 -2.3406 0.1 0.0 0.1 0.229
```
Positions in Å, forces in eV/Å.

Computed properties:
- Max |F|: 3.2 eV/A
- Net charge: +1
- LUMO energy (spin up / spin down): -2.89 / -3.02 eV
- Spin multiplicity: 2
- Relative energy (zero: lowest compared OMol25 entry of this formula, charge and spin): 96.16 kJ/mol
- HOMO energy (spin up / spin down): -9.3 / -9.3 eV

***

No. 4
This record from OMol25 describes a molecular structure, C38H91CoN2O9 in a non-equilibrium geometry. The level of theory is ωB97M-V/def2-TZVPD.

```
141
Properties=species:S:1:pos:R:3:forces:R:3:mulliken_charge:R:1
Co 3.5402 1.0991 -2.5223 -2.1 0.5 2.6 0.884
C 1.0428 -0.7293 0.4942 0.1 0.5 0.0 -1.007
C 0.9865 -0.3289 -0.9834 0.2 -0.5 0.2 1.898
O 1.9398 0.5918 -1.4363 1.8 0.5 -0.7 -0.292
H 0.6911 0.0724 1.1489 0.0 0.0 0.0 0.212
H 2.0365 -1.0050 0.8468 0.0 -0.2 -0.2 0.170
H 0.3690 -1.5813 0.6000 0.0 0.0 0.2 0.184
H -0.0077 0.1170 -1.1289 -0.1 -0.3 -0.4 -0.409
H 1.0487 -1.2892 -1.5058 -0.3 0.2 -0.3 -1.333
C 5.9762 -0.6142 5.7648 0.4 -0.3 0.8 -1.904
C 4.5679 -0.0377 5.7768 -0.7 -0.3 -1.5 1.869
C 3.9266 -0.5673 4.4706 -0.1 0.8 -0.4 -0.516
C 2.4303 -0.3811 4.3584 -1.8 -0.3 -0.2 0.234
C 1.6424 -0.9584 5.5470 1.5 -0.6 -0.6 -1.619
C 2.3164 -0.5996 6.8772 -1.5 0.2 1.3 1.501
N 3.7904 -0.6232 6.8563 -0.1 -0.8 -0.2 0.239
O 4.2371 -0.1688 8.1159 0.2 0.5 0.2 -0.501
C 1.7827 0.7848 7.3499 0.7 -0.5 -0.8 -1.614
C 1.8488 -1.6677 7.8973 0.9 0.2 -0.3 -1.932
C 4.6096 1.4916 5.6584 0.2 1.0 0.8 -1.882
H 6.4857 -0.3127 4.8498 0.1 0.1 0.1 0.345
H 5.9598 -1.7055 5.8183 -0.3 0.0 -0.3 0.483
H 6.5747 -0.3597 6.6429 0.0 0.6 -0.1 0.396
H 4.3578 0.0403 3.6741 0.3 -0.2 0.0 -0.476
H 4.2198 -1.5956 4.2526 -0.2 -0.1 0.3 0.457
H 2.0483 -0.8968 3.4682 0.3 -0.1 -0.1 -0.013
H 2.0397 0.6281 4.1813 0.8 0.4 0.2 0.313
H 1.6292 -2.0462 5.4101 0.2 -0.1 0.3 0.383
H 0.5869 -0.6939 5.5310 0.1 0.4 0.2 0.438
H 2.1754 1.0343 8.3311 0.0 0.1 0.0 0.400
H 2.1912 1.4603 6.5981 -0.4 0.6 0.3 0.313
H 0.6950 0.8225 7.3559 0.0 0.0 0.0 0.427
H 0.8361 -1.9855 7.6588 -0.1 0.1 0.3 0.378
H 2.5110 -2.5320 7.8041 -0.1 -0.1 0.0 0.469
H 1.9666 -1.2795 8.9075 -0.4 -0.1 0.1 0.393
H 5.3706 1.8867 4.9790 0.3 -0.6 0.0 0.386
H 4.8294 1.9186 6.6406 0.0 0.0 0.0 0.397
H 3.7138 2.0076 5.3056 -0.3 -0.5 0.1 0.368
H 4.6509 -0.9162 8.5599 -0.1 -0.2 -0.2 0.340
C -4.7282 0.9201 -6.3408 -0.5 -0.5 0.1 -2.162
C -4.3848 -0.2272 -5.3766 0.1 0.0 -0.7 1.913
C -3.4386 0.3508 -4.3231 0.2 0.3 0.4 -1.703
C -3.2424 -0.5292 -3.0913 -0.6 -0.4 -1.2 1.701
C -4.6175 -0.8536 -2.4937 0.9 0.8 0.3 -1.457
C -5.6664 -1.4068 -3.4688 0.7 -1.6 -0.2 1.603
N -5.6102 -0.6991 -4.7447 0.0 1.5 1.0 0.411
O -6.5838 -1.1044 -5.6733 0.2 -0.2 0.0 -0.492
C -5.3116 -2.9108 -3.6253 0.1 -0.3 -0.7 -1.701
C -7.0499 -1.3262 -2.8408 -0.4 0.0 -0.3 -1.832
C -3.6792 -1.3119 -6.1949 0.9 -0.7 0.5 -1.569
H -5.3140 0.5393 -7.1783 0.2 0.0 -0.1 0.473
H -3.8034 1.3488 -6.7242 -0.1 0.2 0.0 0.363
H -5.3665 1.6468 -5.8346 0.3 0.2 0.0 0.460
H -2.4810 0.5853 -4.7984 0.0 -0.2 -0.1 0.563
H -3.8136 1.3322 -4.0093 -0.3 -0.1 0.1 0.307
H -2.5908 -0.0307 -2.3708 0.0 -0.1 0.1 -0.206
H -2.7782 -1.4693 -3.4045 0.2 0.1 0.1 -0.929
H -4.9299 0.0871 -2.0281 -0.5 -0.2 0.1 0.382
H -4.3994 -1.5861 -1.7142 -0.6 0.0 0.2 0.257
H -5.8905 -3.4151 -4.4031 -0.3 0.2 0.1 0.352
H -4.2798 -3.0373 -3.9608 0.1 0.0 0.3 0.205
H -5.4565 -3.4666 -2.6985 0.1 0.1 0.1 0.528
H -7.8429 -1.4790 -3.5746 0.2 0.3 -0.2 0.431
H -7.2178 -2.1693 -2.1706 0.3 0.3 0.5 0.338
H -7.1728 -0.3624 -2.3472 -0.3 -0.1 0.1 0.430
H -3.3261 -2.1098 -5.5345 -0.2 -0.1 0.0 0.179
H -2.7422 -0.9593 -6.6360 -0.2 0.3 -0.3 0.411
H -4.2957 -1.7746 -6.9628 -0.2 0.2 0.0 0.359
H -7.1659 -0.3377 -5.6965 -0.2 -0.1 -0.1 0.348
C 4.2596 0.8141 1.1846 -1.5 0.1 0.3 -1.245
C 4.3055 2.0862 0.3502 1.5 -0.6 1.7 1.460
C 5.2722 3.1085 0.9374 0.7 0.5 -0.9 -1.661
O 4.8644 1.7039 -0.9466 -0.7 0.2 -1.2 -0.398
H 3.4281 0.9850 1.8763 0.2 -0.2 0.3 0.178
H 5.1340 0.5158 1.7587 0.3 0.4 -0.2 0.583
H 3.9342 -0.0457 0.5982 0.1 0.1 -0.2 0.082
H 3.3225 2.5450 0.2992 -0.1 -0.3 -0.9 -0.124
H 6.2969 2.7372 0.8154 0.0 -0.1 0.2 0.449
H 5.1876 3.4184 1.9764 -0.5 -0.4 0.1 0.305
H 5.2346 4.0233 0.3396 0.0 0.0 0.0 0.358
H 5.8243 1.6884 -0.8678 0.0 -0.1 0.0 0.288
C -0.8006 2.6228 -3.1232 -1.3 -0.6 0.1 -0.651
C -0.7749 3.3730 -1.7974 0.4 -1.2 -0.6 0.072
C -1.8389 2.9169 -0.8096 -0.7 0.5 -1.2 -0.889
O 0.5096 3.1145 -1.1911 0.2 0.8 0.0 -0.716
H -0.7247 1.5428 -2.9541 0.2 0.0 0.1 -0.242
H -0.0701 2.8886 -3.8856 0.1 0.4 0.3 0.328
H -1.8042 2.7607 -3.5363 0.1 0.0 -0.3 0.534
H -0.9111 4.4229 -2.0577 0.5 0.2 0.6 0.453
H -1.7902 1.8575 -0.5520 0.6 0.1 0.3 -0.187
H -2.8102 2.9731 -1.3117 -0.1 0.3 0.2 0.431
H -1.8296 3.6067 0.0306 -0.1 -0.4 0.3 0.425
H 0.4989 2.1706 -0.9783 0.4 0.0 0.0 0.067
C -1.7589 -3.9501 1.0737 0.5 0.8 -0.1 -1.257
C -2.8092 -3.7326 -0.0396 1.4 -1.8 0.9 1.271
C -2.3252 -4.4353 -1.3099 -0.4 0.4 -0.1 -0.684
O -4.0524 -4.2660 0.3765 -0.5 0.7 -0.2 -0.606
H -1.8247 -4.9046 1.5965 -0.2 -0.1 -0.3 0.430
H -1.7752 -3.1747 1.8436 -0.3 0.0 0.0 0.215
H -0.7630 -3.8914 0.6236 0.1 -0.1 0.1 0.181
H -2.8826 -2.6608 -0.2218 -0.5 0.0 0.0 -0.351
H -3.1135 -4.2765 -2.0484 0.3 0.0 -0.4 0.154
H -2.1643 -5.5125 -1.2212 -0.2 0.0 0.4 0.530
H -1.3623 -4.0292 -1.6171 -0.2 0.2 -0.2 -0.377
H -3.9409 -5.2065 0.5444 0.1 0.0 0.0 0.406
C 3.0215 4.7668 -4.0260 0.5 0.4 0.2 -1.397
C 3.4491 4.3402 -2.6252 0.1 0.8 -0.6 0.393
C 3.0953 5.3535 -1.5490 -0.3 0.0 0.0 -1.213
O 2.8826 3.0505 -2.3393 0.5 -0.6 -0.4 0.179
H 3.4788 5.7284 -4.2686 0.0 0.0 0.1 0.434
H 1.9437 4.9163 -4.0943 0.0 -0.2 0.0 0.276
H 3.3871 4.0706 -4.7812 -0.3 -0.1 0.0 0.337
H 4.5371 4.2433 -2.5963 0.0 -0.4 -0.1 0.376
H 3.5327 6.3262 -1.7739 0.3 -0.1 0.0 0.429
H 3.4737 4.9992 -0.5914 -0.1 0.2 0.1 0.202
H 2.0241 5.5514 -1.4762 -0.1 -0.3 0.0 0.270
H 1.9333 3.1454 -2.0679 -0.3 -0.2 0.3 0.421
C -3.1235 0.4435 2.1165 -0.4 -1.9 0.4 0.046
C -2.8658 0.9032 3.5529 1.3 1.9 -1.5 -0.043
C -1.4152 0.6893 3.9502 0.4 -1.6 0.1 -0.618
O -3.0421 2.3398 3.4803 -0.5 0.1 0.7 -0.574
H -4.2001 0.4348 1.9508 0.1 0.3 -0.3 0.388
H -2.7918 -0.5914 1.9536 -0.1 -0.1 0.2 0.021
H -2.5954 0.9792 1.3291 -0.1 0.6 0.4 -0.465
H -3.5867 0.5566 4.2868 0.0 -0.2 -0.1 0.444
H -0.7320 1.0021 3.1536 -0.2 0.6 0.1 -0.008
H -1.1604 -0.3770 4.0134 -0.3 -0.1 0.1 0.254
H -1.1266 1.1111 4.9113 -0.2 0.3 -0.1 0.314
H -2.3546 2.6566 2.8873 0.0 0.1 0.0 0.337
C 1.3022 -4.1504 -2.6623 -0.4 -1.1 -1.0 -0.938
C 1.1376 -3.2436 -3.8802 0.4 1.8 1.6 0.220
C -0.1921 -2.4958 -3.9190 -0.9 -0.8 -0.7 -0.634
O 2.1740 -2.2262 -3.7194 0.6 -0.1 -1.1 -0.671
H 1.4947 -3.6071 -1.7388 -0.5 0.1 0.0 0.013
H 2.1348 -4.8488 -2.7680 0.2 0.3 -0.2 0.394
H 0.4242 -4.8013 -2.6494 -0.1 0.1 0.7 0.371
H 1.2618 -3.7754 -4.8202 0.4 0.1 0.0 0.448
H -0.9769 -3.2530 -3.8232 -0.2 0.2 0.3 0.237
H -0.4172 -2.0238 -4.8790 0.5 -0.1 -0.2 0.342
H -0.3504 -1.6978 -3.1930 0.3 -0.3 0.4 0.117
H 1.8593 -1.6300 -3.0338 -0.1 -0.1 0.0 0.143
```
Positions in Å, forces in eV/Å.

Computed properties:
- Max |F|: 3.4 eV/A
- Net charge: +1
- LUMO energy (spin up / spin down): -4.60 / -4.61 eV
- Spin multiplicity: 4
- HOMO energy (spin up / spin down): -9.7 / -9.7 eV